Computed, not measured: C25H18Br4MnO5SSi as an isolated structure, with ωB97M-V/def2-TZVPD.

Values from the calculation:
electronic energy: -13474.578144 Ha
HOMO level (spin up / spin down): -0.176 / -0.180 Ha
energy relative to the best compared isomer or geometry (same formula, charge and spin): 0.000 eV
gap between HOMO and LUMO (spin up / spin down): 6.70 / 7.26 eV

The geometry in ORCA input format:
```
! wB97M-V def2-TZVPD RIJCOSX def2/J DEFGRID3
* xyz -1 5
Mn 0.10 0.05 -1.69
Br 3.82 5.17 -4.28
C 2.36 4.08 -3.76
C 1.08 4.37 -4.18
Br 0.74 5.86 -5.30
C 0.01 3.55 -3.80
Br -1.78 3.88 -4.32
C 0.22 2.43 -2.99
O -0.72 1.60 -2.59
C 1.54 2.16 -2.54
O 1.67 1.11 -1.74
C 2.59 2.98 -2.92
Br 4.31 2.52 -2.27
C 1.89 -4.60 2.69
C 1.44 -4.11 1.34
C 2.12 -3.08 0.70
C 1.69 -2.60 -0.53
C 0.57 -3.16 -1.13
C -0.11 -4.21 -0.51
C 0.34 -4.67 0.71
S -0.14 -2.40 -2.55
O -0.67 -3.40 -3.42
O 0.88 -1.48 -3.08
O -1.18 -1.49 -1.93
H 2.01 -3.77 3.39
H 2.86 -5.11 2.63
H 1.17 -5.30 3.12
H 2.98 -2.63 1.17
H 2.23 -1.80 -1.02
H -0.98 -4.64 -0.99
H -0.20 -5.47 1.21
C -2.86 -2.57 2.65
C -1.58 -2.38 3.14
C -0.75 -1.42 2.56
C -1.18 -0.64 1.48
C -2.48 -0.85 1.01
C -3.31 -1.80 1.59
Si 0.01 0.58 0.66
C -0.49 2.35 0.99
C 0.05 3.02 2.09
C -0.35 4.32 2.40
C -1.28 4.96 1.60
C -1.82 4.31 0.50
C -1.42 3.02 0.19
H -3.51 -3.31 3.10
H -1.22 -2.97 3.97
H 0.26 -1.29 2.94
H -2.84 -0.28 0.16
H -4.31 -1.95 1.19
H 1.27 0.34 1.40
H 0.79 2.54 2.71
H 0.09 4.83 3.25
H -1.59 5.97 1.84
H -2.53 4.82 -0.14
H -1.80 2.54 -0.70
*
```

Here are the Mulliken charges for atoms 1 to 6, given in e: number 1, Mn, carries 0.380; number 2, Br, carries -0.202; number 3, C, carries 0.213; number 4, C, carries 0.197; number 5, Br, carries -0.200; number 6, C, carries -0.341

***

Computed, not measured: C25H18BrN3RhS as an isolated structure, with ωB97M-V/def2-TZVPD.

Values from the calculation:
electronic energy: -4210.299325 Ha
HOMO level: -0.395 Ha
energy relative to the best compared isomer or geometry (same formula, charge and spin): 0.436 eV
gap between HOMO and LUMO: 6.74 eV

The geometry in ORCA input format:
```
! wB97M-V def2-TZVPD RIJCOSX def2/J DEFGRID3
* xyz 1 1
Rh -0.86 0.67 0.27
C -2.17 3.42 -2.68
C -0.97 3.82 -3.25
C 0.22 3.26 -2.81
C 0.19 2.31 -1.79
C -1.02 1.92 -1.21
C -2.21 2.48 -1.66
C 1.34 1.58 -1.27
C 2.68 1.82 -1.65
C 3.67 1.05 -1.12
C 3.35 -0.01 -0.25
C 4.33 -0.89 0.27
C 3.98 -1.95 1.05
C 2.62 -2.19 1.33
C 1.65 -1.35 0.86
C 2.00 -0.23 0.08
N 1.03 0.63 -0.39
H -3.10 3.86 -3.04
H -0.95 4.55 -4.04
H 1.16 3.56 -3.26
H -3.16 2.19 -1.23
H 2.90 2.61 -2.34
H 4.71 1.23 -1.38
H 5.37 -0.71 0.02
H 4.73 -2.62 1.43
H 2.34 -3.07 1.90
H 0.60 -1.56 1.02
Br -2.94 -4.57 -3.20
C -2.27 -3.07 -2.26
C -1.16 -2.40 -2.74
C -0.66 -1.31 -2.04
C -1.28 -0.88 -0.88
C -2.40 -1.56 -0.41
C -2.91 -2.65 -1.10
H -0.68 -2.74 -3.65
H 0.20 -0.79 -2.44
H -2.91 -1.23 0.49
H -3.79 -3.17 -0.74
S -1.41 2.29 2.15
C -1.28 0.91 3.08
N -1.43 0.92 4.44
C -1.36 -0.20 5.20
C -1.14 -1.40 4.60
C -0.97 -1.38 3.20
N -1.03 -0.29 2.48
H -1.60 1.82 4.87
H -1.50 -0.07 6.26
H -1.09 -2.31 5.17
H -0.79 -2.30 2.66
*
```

Here are the Mulliken charges for atoms 1 to 6, given in e: number 1, Rh, carries -0.496; number 2, C, carries -0.700; number 3, C, carries -0.738; number 4, C, carries -0.640; number 5, C, carries 0.417; number 6, C, carries 0.247

***

Computed, not measured: C25H18Cl2N3O3Rh as an isolated structure, with ωB97M-V/def2-TZVPD.

Values from the calculation:
electronic energy: -2384.405838 Ha
HOMO level: -0.273 Ha
energy relative to the best compared isomer or geometry (same formula, charge and spin): 0.000 eV
gap between HOMO and LUMO: 7.12 eV

The geometry in ORCA input format:
```
! wB97M-V def2-TZVPD RIJCOSX def2/J DEFGRID3
* xyz 0 1
Rh -0.20 0.33 0.29
O 0.07 1.88 -1.09
C 1.00 2.22 -1.91
C 0.73 2.84 -3.15
C 1.76 3.30 -3.93
C 3.11 3.17 -3.54
C 3.39 2.57 -2.33
C 2.36 2.10 -1.51
C 2.68 1.41 -0.31
N 1.90 0.77 0.52
C 2.57 -0.31 1.22
C 2.06 -1.62 0.57
N 0.86 -1.32 -0.22
C 0.48 -2.08 -1.18
C -0.78 -1.95 -1.87
C -0.92 -2.65 -3.09
C -2.11 -2.67 -3.77
C -3.21 -2.01 -3.21
C -3.11 -1.34 -2.02
C -1.89 -1.28 -1.31
O -1.88 -0.66 -0.16
H -0.30 2.96 -3.45
H 1.54 3.77 -4.88
H 3.90 3.53 -4.18
H 4.42 2.45 -2.01
H 3.76 1.28 -0.15
H 2.39 -0.28 2.30
H 3.65 -0.25 1.07
H 1.79 -2.35 1.33
H 2.82 -2.10 -0.05
H 1.12 -2.91 -1.47
H -0.06 -3.17 -3.49
H -2.20 -3.20 -4.71
H -4.16 -2.03 -3.73
H -3.96 -0.83 -1.58
Cl -3.26 4.01 1.73
C -2.66 2.69 2.67
C -3.01 2.58 4.01
C -2.56 1.55 4.79
Cl -3.01 1.46 6.46
C -1.72 0.55 4.23
C -1.20 -0.55 4.94
C -0.40 -1.44 4.30
C -0.11 -1.26 2.94
N -0.57 -0.25 2.24
C -1.38 0.67 2.86
C -1.83 1.75 2.04
O -1.50 1.79 0.80
H -3.65 3.34 4.45
H -1.44 -0.66 5.99
H 0.01 -2.30 4.81
H 0.49 -1.98 2.42
*
```

Here are the Mulliken charges for atoms 1 to 6, given in e: number 1, Rh, carries 0.000; number 2, O, carries -0.255; number 3, C, carries 0.192; number 4, C, carries -0.676; number 5, C, carries -0.359; number 6, C, carries -0.712

***

Computed, not measured: C25H18Cl7HfN3O3 as an isolated structure, with ωB97M-V/def2-TZVPD.

Values from the calculation:
electronic energy: -4622.203810 Ha
HOMO level: -0.515 Ha
energy relative to the best compared isomer or geometry (same formula, charge and spin): 3.110 eV
gap between HOMO and LUMO: 5.00 eV

The geometry in ORCA input format:
```
! wB97M-V def2-TZVPD RIJCOSX def2/J DEFGRID3
* xyz 2 1
Hf 0.02 -19.00 -6.15
Cl -1.93 -21.15 -7.54
C -0.93 -20.71 -9.00
Cl -0.41 -18.99 -8.75
H -1.59 -20.76 -9.86
H -0.05 -21.41 -9.07
O -0.26 -16.41 -7.55
C 0.58 -15.51 -6.77
C 1.71 -16.41 -6.11
O 2.90 -16.26 -6.23
O 1.18 -17.47 -5.53
C 1.15 -14.55 -7.83
C 1.24 -15.06 -9.13
C 2.16 -14.51 -9.99
C 3.12 -13.63 -9.54
C 3.05 -13.14 -8.25
C 2.08 -13.60 -7.37
C -0.30 -14.85 -5.74
C -0.74 -15.71 -4.56
C -1.84 -15.19 -3.68
C -2.50 -13.93 -4.09
C -2.10 -13.26 -5.21
C -0.96 -13.66 -5.98
H -1.17 -16.40 -7.18
H 0.57 -15.87 -9.41
H 2.15 -14.86 -11.05
H 3.87 -13.29 -10.25
H 3.82 -12.51 -7.81
H 1.98 -13.27 -6.37
H 0.16 -15.93 -3.97
H -1.63 -15.10 -2.60
H -3.23 -13.54 -3.41
H -2.63 -12.36 -5.54
H -0.78 -13.01 -6.84
N 3.29 -18.52 -10.33
C 2.92 -19.33 -9.30
C 2.66 -18.91 -7.94
N 2.12 -19.76 -7.06
C 2.12 -21.11 -7.33
C 2.35 -21.47 -8.65
N 2.75 -20.61 -9.62
H 3.61 -17.58 -10.09
H 3.54 -18.96 -11.22
H 2.81 -17.88 -7.65
H 1.97 -21.76 -6.46
H 2.32 -22.54 -8.97
Cl -3.50 -18.16 -8.03
C -3.16 -17.75 -6.40
C -1.83 -17.82 -5.89
C -1.58 -16.99 -4.82
Cl -0.05 -20.72 -4.64
C -2.67 -16.58 -3.84
Cl -2.53 -17.51 -2.12
C -4.02 -16.70 -4.36
Cl -5.27 -16.00 -3.42
C -4.23 -17.28 -5.59
Cl -5.86 -17.40 -6.21
*
```

Here are the Mulliken charges for atoms 1 to 6, given in e: number 1, Hf, carries 0.977; number 2, Cl, carries 0.000; number 3, C, carries -0.212; number 4, Cl, carries 0.031; number 5, H, carries 0.431; number 6, H, carries 0.204

***

Computed, not measured: C25H18F4N2O6RuS as an isolated structure, with ωB97M-V/def2-TZVPD.

Values from the calculation:
electronic energy: -2416.887504 Ha
HOMO level (spin up / spin down): -0.144 / -0.156 Ha
energy relative to the best compared isomer or geometry (same formula, charge and spin): 1.130 eV
gap between HOMO and LUMO (spin up / spin down): 6.24 / 6.39 eV

The geometry in ORCA input format:
```
! wB97M-V def2-TZVPD RIJCOSX def2/J DEFGRID3
* xyz -1 2
Ru -0.85 -0.51 0.46
C 0.92 -2.17 2.34
N 0.95 -1.43 1.07
C 1.40 -2.34 0.00
C 1.89 -0.29 1.19
C 1.91 0.53 -0.08
N 0.54 0.76 -0.50
C 0.28 1.73 -1.41
C -1.06 2.06 -1.72
F -2.06 1.36 -1.14
C -1.42 3.06 -2.59
F -2.73 3.30 -2.80
C -0.48 3.83 -3.26
C 0.84 3.52 -3.00
F 1.81 4.20 -3.63
C 1.21 2.51 -2.13
F 2.54 2.28 -2.01
H 1.94 -2.49 2.61
H 0.30 -3.05 2.23
H 0.52 -1.53 3.12
H 2.42 -2.69 0.21
H 1.37 -1.83 -0.96
H 0.73 -3.20 -0.04
H 2.90 -0.67 1.43
H 1.54 0.32 2.02
H 2.52 0.03 -0.85
H 2.43 1.47 0.15
H -0.76 4.61 -3.94
O -3.53 -4.18 5.15
C -3.10 -3.61 4.19
C -2.67 -4.24 2.87
O -2.67 -5.42 2.62
C -2.24 -3.13 2.05
C -2.28 -1.89 2.69
O -1.89 -0.76 2.26
C -2.85 -2.09 4.05
O -3.05 -1.25 4.89
O -1.76 -3.32 0.80
C -7.46 -1.06 -7.32
C -6.31 -1.33 -6.38
O -5.86 -2.42 -6.17
S -5.69 0.18 -5.63
C -4.74 -0.43 -4.27
C -3.48 -0.98 -4.46
C -2.75 -1.43 -3.37
C -3.26 -1.34 -2.07
C -4.54 -0.77 -1.90
C -5.27 -0.33 -2.98
C -2.51 -1.77 -0.95
C -1.82 -2.13 0.05
H -7.64 -1.94 -7.94
H -7.25 -0.19 -7.95
H -8.35 -0.83 -6.73
H -3.07 -1.05 -5.45
H -1.77 -1.86 -3.52
H -4.94 -0.67 -0.89
H -6.25 0.10 -2.84
*
```

Here are the Mulliken charges for atoms 1 to 6, given in e: number 1, Ru, carries 0.390; number 2, C, carries -1.381; number 3, N, carries 0.647; number 4, C, carries -1.079; number 5, C, carries -0.987; number 6, C, carries -0.852

***

Computed, not measured: C25H18FeN6O12S as an isolated structure, with ωB97M-V/def2-TZVPD.

Values from the calculation:
electronic energy: -3857.014742 Ha
HOMO level (spin up / spin down): -0.130 / -0.102 Ha
energy relative to the best compared isomer or geometry (same formula, charge and spin): 0.037 eV
gap between HOMO and LUMO (spin up / spin down): 6.87 / 6.09 eV

The geometry in ORCA input format:
```
! wB97M-V def2-TZVPD RIJCOSX def2/J DEFGRID3
* xyz -2 5
Fe -1.22 -1.13 0.33
O -0.50 0.13 3.90
C -1.28 1.08 3.46
O -1.05 2.27 3.50
C -2.61 0.61 2.92
C -3.74 0.64 3.72
C -4.97 0.35 3.14
C -5.03 0.10 1.78
C -3.84 0.07 1.06
N -2.65 0.30 1.62
C -3.85 -0.21 -0.44
O -4.92 -0.06 -1.03
O -2.73 -0.55 -0.94
H 0.43 0.47 4.01
H -3.65 0.88 4.77
H -5.87 0.35 3.74
H -5.95 -0.09 1.26
N 2.84 7.16 1.74
C 2.75 5.76 1.88
C 1.65 5.18 2.50
C 1.58 3.81 2.68
C 2.61 3.00 2.22
C 3.72 3.57 1.61
C 3.79 4.94 1.44
S 2.50 1.24 2.42
O 3.81 0.71 2.10
O 2.05 1.03 3.79
N 1.32 0.71 1.52
C 1.30 0.87 0.19
N 0.25 0.30 -0.45
C 0.14 0.47 -1.76
C 1.05 1.20 -2.49
C 2.11 1.74 -1.77
N 2.25 1.59 -0.46
H 1.93 7.60 1.70
H 3.39 7.43 0.94
H 0.84 5.81 2.85
H 0.71 3.35 3.14
H 4.50 2.91 1.25
H 4.66 5.38 0.96
H -0.72 -0.01 -2.23
H 0.96 1.34 -3.56
H 2.88 2.32 -2.26
O -1.98 -3.98 -1.14
C -1.00 -3.41 -1.59
O -0.38 -2.40 -1.12
C -0.40 -3.95 -2.89
C -1.00 -5.03 -3.52
C -0.48 -5.53 -4.71
C 0.64 -4.93 -5.25
C 1.26 -3.85 -4.64
C 0.73 -3.36 -3.45
N 1.19 -5.45 -6.50
O 0.63 -6.40 -7.03
O 2.18 -4.91 -6.97
H -1.87 -5.46 -3.06
H -0.94 -6.37 -5.21
H 2.14 -3.41 -5.09
H 1.18 -2.52 -2.94
O -1.01 -4.14 3.08
C -0.84 -3.44 2.09
O -1.30 -2.25 1.92
H -0.21 -3.82 1.27
*
```

Here are the Mulliken charges for atoms 1 to 6, given in e: number 1, Fe, carries 1.035; number 2, O, carries -0.435; number 3, C, carries -0.018; number 4, O, carries -0.723; number 5, C, carries 0.550; number 6, C, carries -0.497

***

Computed, not measured: C25H18FeN8O6S3 as an isolated structure, with ωB97M-V/def2-TZVPD.

Values from the calculation:
electronic energy: -4311.188107 Ha
HOMO level (spin up / spin down): -0.056 / -0.066 Ha
energy relative to the best compared isomer or geometry (same formula, charge and spin): 0.000 eV
gap between HOMO and LUMO (spin up / spin down): 4.40 / 4.69 eV

The geometry in ORCA input format:
```
! wB97M-V def2-TZVPD RIJCOSX def2/J DEFGRID3
* xyz -2 5
Fe 10.16 -0.55 17.68
C 9.07 -0.90 12.97
C 10.57 -1.02 12.64
N 11.44 -0.33 13.59
C 11.28 -0.34 14.92
S 10.29 -1.56 15.73
N 12.02 0.51 15.62
N 11.77 0.43 16.91
C 12.70 0.92 17.71
C 13.95 1.50 17.20
C 12.37 0.74 19.13
C 12.95 1.35 20.24
C 12.72 0.79 21.51
C 11.78 -0.24 21.65
C 11.18 -0.73 20.50
N 11.38 -0.19 19.28
H 8.52 -0.84 12.03
H 8.73 -1.78 13.53
H 8.87 -0.04 13.64
H 10.89 -2.10 12.62
H 10.77 -0.51 11.71
H 12.13 0.36 13.24
H 14.26 0.82 16.37
H 13.77 2.50 16.76
H 14.66 1.57 18.00
H 13.62 2.24 20.16
H 13.17 1.22 22.38
H 11.51 -0.72 22.56
H 10.56 -1.61 20.56
S 8.21 0.87 17.79
C 6.91 -0.18 18.16
C 5.51 0.18 18.03
C 4.54 -0.78 18.14
C 3.18 -0.58 17.85
N 2.06 -0.53 17.54
C 4.87 -2.14 18.43
C 6.19 -2.53 18.64
C 7.21 -1.59 18.52
S 8.74 -2.22 18.66
C 3.91 -3.21 18.39
N 3.15 -4.07 18.29
H 5.23 1.24 17.92
H 6.39 -3.56 18.97
O 12.09 -3.79 20.84
C 12.57 -4.01 19.69
O 12.23 -3.47 18.58
C 13.75 -4.96 19.55
C 14.37 -5.47 20.67
C 15.47 -6.32 20.51
C 15.95 -6.67 19.26
C 15.25 -6.20 18.18
C 14.19 -5.29 18.26
N 15.74 -6.69 16.91
O 15.10 -6.32 15.90
O 16.74 -7.46 16.89
N 16.18 -6.85 21.66
O 16.93 -7.79 21.41
O 16.02 -6.28 22.74
H 13.98 -5.18 21.66
H 16.81 -7.38 19.14
H 13.74 -4.82 17.39
*
```

Here are the Mulliken charges for atoms 1 to 6, given in e: number 1, Fe, carries -0.031; number 2, C, carries -1.096; number 3, C, carries -0.382; number 4, N, carries -0.190; number 5, C, carries 0.388; number 6, S, carries -0.460

***

Computed, not measured: C25H18N4O11S2Ti as an isolated structure, with ωB97M-V/def2-TZVPD.

Values from the calculation:
electronic energy: -3656.195402 Ha
HOMO level (spin up / spin down): -0.190 / -0.191 Ha
energy relative to the best compared isomer or geometry (same formula, charge and spin): 0.000 eV
gap between HOMO and LUMO (spin up / spin down): 6.17 / 6.22 eV

The geometry in ORCA input format:
```
! wB97M-V def2-TZVPD RIJCOSX def2/J DEFGRID3
* xyz -1 2
Ti 0.46 -0.40 -0.22
O -1.47 1.37 -3.40
C -1.16 0.87 -2.33
O -0.01 0.36 -2.02
C -2.14 0.79 -1.19
C -3.47 1.18 -1.19
C -4.20 1.01 -0.02
C -3.60 0.45 1.10
C -2.27 0.08 1.01
N -1.58 0.27 -0.10
C -1.43 -0.57 2.10
O -1.90 -0.75 3.21
O -0.24 -0.82 1.69
H -3.89 1.60 -2.10
H -5.24 1.30 0.01
H -4.13 0.29 2.03
S 3.05 0.14 -1.29
C 2.71 1.26 -0.08
N 1.56 1.27 0.56
C 1.46 2.29 1.50
C 0.36 2.56 2.31
C 0.43 3.63 3.18
C 1.57 4.43 3.26
C 2.66 4.17 2.46
C 2.60 3.10 1.58
S 3.80 2.53 0.44
H -0.52 1.94 2.24
H -0.42 3.84 3.82
H 1.60 5.26 3.95
H 3.55 4.79 2.51
C 0.25 4.61 -2.61
C -1.28 4.65 -2.53
C -1.50 4.26 -1.07
O -0.55 3.25 -0.82
C 0.63 3.53 -1.58
H 0.67 5.57 -2.32
H 0.61 4.36 -3.61
H -1.71 3.88 -3.17
H -1.70 5.62 -2.78
H -2.49 3.85 -0.87
H -1.34 5.12 -0.40
H 0.95 2.59 -2.05
H 1.42 3.87 -0.91
O -0.25 -2.39 -0.80
C 0.74 -2.88 -0.19
O 1.62 -2.16 0.34
C 0.88 -4.37 -0.10
C -0.09 -5.19 -0.68
C 0.06 -6.56 -0.58
C 1.12 -7.15 0.07
C 2.05 -6.31 0.64
C 1.96 -4.93 0.57
N 3.20 -6.91 1.35
O 3.25 -8.13 1.39
O 4.03 -6.16 1.82
N -0.96 -7.43 -1.20
O -0.81 -8.63 -1.08
O -1.88 -6.90 -1.78
H -0.92 -4.74 -1.20
H 1.21 -8.22 0.14
H 2.70 -4.29 1.02
*
```

Here are the Mulliken charges for atoms 1 to 6, given in e: number 1, Ti, carries -0.210; number 2, O, carries -0.748; number 3, C, carries 0.430; number 4, O, carries -0.520; number 5, C, carries 0.499; number 6, C, carries -0.904

***

Which formula does entry 6 have?
C25H18FeN6O12S

***

Look up the energy relative to the best compared isomer or geometry (same formula, charge and spin) of the eighth one.
0.000 eV

***

electronic energy of number 8 (C25H18N4O11S2Ti)?
-3656.195402 Ha

***

What is the energy relative to the best compared isomer or geometry (same formula, charge and spin) in the eighth record?
0.000 eV